No. 1
Molecular formula: BH22O9
Method: DFT, ωB97M-V/def2-TZVPD

As for the net charge: -1. As for the energy above the lowest of the compared OMol25 structures with the same formula, charge and spin: 0.0000 eV. The value obtained for the frontier orbital gap is 10.5 eV.

Atoms and positions in Å:
B 14.740 8.547 -21.765
H 14.131 7.629 -21.306
H 15.591 8.916 -21.013
H 15.256 8.195 -22.785
H 14.003 9.470 -21.900
O 17.878 9.009 -22.371
H 16.956 8.824 -22.135
H 18.103 9.783 -21.849
O 14.178 8.087 -25.230
H 13.363 8.593 -25.188
H 14.587 8.223 -24.364
O 11.952 10.889 -22.433
H 12.395 11.742 -22.492
H 12.676 10.289 -22.199
O 16.304 10.123 -18.862
H 15.999 9.744 -18.033
H 15.863 9.596 -19.545
O 15.521 5.431 -21.135
H 15.144 6.280 -21.410
H 16.008 5.122 -21.903
O 11.952 7.509 -19.875
H 12.767 7.832 -20.287
H 11.252 7.823 -20.453
O 12.789 6.323 -23.278
H 12.034 6.917 -23.264
H 13.531 6.876 -23.003
O 15.105 11.738 -22.315
H 14.941 10.809 -22.085
H 15.561 12.092 -21.546
O 13.061 4.871 -19.404
H 12.643 5.644 -19.808
H 13.904 4.778 -19.867

=====

No. 2
Molecular formula: C3H4BeFO3
Method: DFT, ωB97M-V/def2-TZVPD

As for the net charge: +1. The value obtained for the frontier orbital gap is 9.0 eV.

Atoms and positions in Å:
F 0.915 -1.358 2.095
O -0.109 -0.294 -1.543
C -0.802 0.694 -1.109
C 0.436 -0.910 0.694
O -1.886 0.977 -1.683
O -0.545 1.195 0.068
C 0.541 0.606 0.810
Be -1.097 -0.196 -2.460
H 1.240 -1.344 0.089
H -0.594 -1.273 0.794
H 1.490 0.967 0.400
H 0.411 0.936 1.845

=====

No. 3
Molecular formula: C3H6O3
Method: DFT, ωB97M-V/def2-TZVPD

As for the net charge: 0. As for the energy above the lowest of the compared OMol25 structures with the same formula, charge and spin: 2.3560 eV. The value obtained for the frontier orbital gap is 9.7 eV.

Atoms and positions in Å:
C 1.188 -1.146 -2.480
C 0.834 -1.059 -1.193
O -0.056 -0.145 -0.670
H 1.934 -1.761 -3.002
H 0.512 -0.523 -3.192
H 1.552 -1.445 -0.402
H 0.203 0.433 0.062
O 0.078 0.653 2.192
C -0.946 1.233 2.525
O -2.055 1.281 1.650
H -1.000 2.017 3.306
H -2.245 0.461 1.202

=====

No. 4
Molecular formula: C10H8KS5Se
Method: DFT, ωB97M-V/def2-TZVPD

As for the net charge: -1. As for the energy above the lowest of the compared OMol25 structures with the same formula, charge and spin: 0.0246 eV. The value obtained for the frontier orbital gap is 6.1 eV.

Atoms and positions in Å:
K -0.806 -0.880 -0.355
Se -0.098 -0.020 2.393
C -0.381 -0.236 4.263
C -0.188 -1.462 4.899
C -0.321 -1.568 6.276
C -0.654 -0.460 7.042
C -0.865 0.760 6.412
C -0.732 0.873 5.037
H 0.075 -2.329 4.306
H -0.158 -2.526 6.758
H -0.744 -0.544 8.118
H -1.131 1.632 6.999
H -0.892 1.823 4.544
C 2.515 1.719 -5.098
S 2.401 -0.072 -5.390
C 0.678 -0.258 -5.657
C -0.278 -0.159 -4.692
S -0.053 0.161 -3.036
S -1.924 -0.377 -5.312
C -1.549 -0.667 -6.977
S -2.689 -0.972 -8.124
S 0.145 -0.602 -7.295
H 3.554 1.920 -4.843
H 1.860 1.981 -4.271
H 2.235 2.264 -5.998

=====

No. 5
Molecular formula: C3H4O3V
Method: DFT, ωB97M-V/def2-TZVPD

As for the net charge: 0. As for the energy above the lowest of the compared OMol25 structures with the same formula, charge and spin: 1.7537 eV. The multiplicity is 4. The value obtained for the frontier orbital gap (alpha / beta) is 7.6 / 7.2 eV.

Atoms and positions in Å:
C -0.570 2.176 0.074
O -0.616 1.863 -1.156
O 1.019 -0.871 -1.177
O -0.473 1.138 0.932
C 0.739 -0.970 0.167
C -0.537 -0.268 0.620
H 0.606 -2.038 0.435
H -0.833 -0.725 1.575
H -1.344 -0.419 -0.114
V 0.383 0.569 -2.072
H 1.625 -0.454 0.716

=====

No. 6
Molecular formula: C5H8O2
Method: DFT, ωB97M-V/def2-TZVPD

As for the net charge: 0. As for the energy above the lowest of the compared OMol25 structures with the same formula, charge and spin: 2.4357 eV. The value obtained for the frontier orbital gap is 9.3 eV.

Atoms and positions in Å:
C -0.050 -1.494 1.036
C -0.551 -0.121 0.753
O -1.148 0.528 1.695
C -0.605 0.644 -0.468
O -1.272 1.742 -0.334
C 0.225 0.276 -1.647
C 1.113 0.688 -0.524
H -0.909 -2.113 1.317
H 0.442 -1.944 0.171
H 0.639 -1.483 1.887
H -1.450 1.373 1.081
H 0.093 0.977 -2.466
H 0.269 -0.766 -1.960
H 1.794 -0.036 -0.088
H 1.410 1.729 -0.453